Molecular formula: C39H29BrIrN3O8PS2
Method: DFT, ωB97M-V with the def2-TZVPD basis set

```
! RIJCOSX wB97M-V def2-TZVPD def2/J DEFGRID3
* xyz 2 2
Ir -0.3788 0.6312 -0.3925
C -0.5835 0.5816 3.0861
O 0.3541 0.3825 2.0240
C 1.6743 0.5035 2.3239
C 2.1676 0.4685 3.6228
C 3.5384 0.5514 3.8470
Br 4.1694 0.5157 5.6296
C 4.4271 0.6322 2.7951
C 3.9522 0.6728 1.4791
C 2.5677 0.6516 1.2450
O 2.0402 0.7405 -0.0336
C 4.9676 0.6917 0.4463
N 6.2370 0.9365 0.7447
C 6.9442 0.8060 -0.3881
C 8.3267 0.9314 -0.6239
C 8.7824 0.6299 -1.8875
C 7.9084 0.2437 -2.9102
C 6.5332 0.1272 -2.7046
C 6.0614 0.4262 -1.4450
N 4.8112 0.3743 -0.8692
H -0.5786 -0.2668 3.7734
H -1.5639 0.6588 2.6203
H -0.3728 1.5090 3.6220
H 1.4983 0.3750 4.4619
H 5.4931 0.6557 2.9520
H 2.3271 1.5576 -0.4709
H 8.9850 1.2660 0.1617
H 9.8350 0.7059 -2.1047
H 8.3074 0.0268 -3.8888
H 5.8757 -0.2033 -3.4932
H 3.9603 0.0876 -1.3294
O -2.2562 0.6235 -1.7837
S -1.4485 0.1920 -2.9578
O -1.6749 0.8921 -4.1699
O -0.0403 0.0162 -2.5186
C -1.9514 -1.5334 -3.1515
C -2.1829 -2.1109 -4.3827
C -2.5444 -3.4542 -4.4305
C -2.6656 -4.1845 -3.2594
C -2.4287 -3.5946 -2.0285
C -2.0598 -2.2491 -1.9718
P -1.7425 -1.4698 -0.3524
C -0.8111 -2.7766 0.5043
C -1.4049 -3.8422 1.1720
C -0.6156 -4.8874 1.6254
C 0.7567 -4.8611 1.4288
C 1.3560 -3.7767 0.8033
C 0.5740 -2.7327 0.3437
C -3.3633 -1.2767 0.4015
C -4.4870 -0.9659 -0.3649
C -5.6953 -0.7260 0.2636
C -5.7825 -0.7700 1.6506
C -4.6672 -1.0780 2.4150
C -3.4572 -1.3260 1.7971
H -2.0959 -1.5176 -5.2796
H -2.7401 -3.9217 -5.3835
H -2.9538 -5.2246 -3.3010
H -2.5231 -4.1698 -1.1189
H -2.4737 -3.8579 1.3268
H -1.0755 -5.7294 2.1202
H 1.3615 -5.6895 1.7656
H 2.4273 -3.7586 0.6670
H 1.0109 -1.8732 -0.1579
H -4.4038 -0.8931 -1.4384
H -6.5708 -0.4990 -0.3249
H -6.7236 -0.5551 2.1329
H -4.7421 -1.1095 3.4911
H -2.5780 -1.5597 2.3799
O -3.3362 1.5954 1.6129
C -2.6585 2.3832 0.9782
N -1.3594 2.1975 0.6754
S -0.7368 3.3858 -0.3085
O 0.3555 4.0008 0.3821
O -0.3686 2.7204 -1.5476
C -2.2286 4.3660 -0.3492
C -2.5326 5.5606 -0.9603
C -3.8000 6.0926 -0.7319
C -4.7060 5.4486 0.0976
C -4.4005 4.2325 0.6925
C -3.1460 3.6923 0.4473
H -1.8237 6.0667 -1.5935
H -4.0803 7.0220 -1.2039
H -5.6660 5.9038 0.2811
H -5.1031 3.7103 1.3240
*
```

## Properties
E_tot in eV: -165585.8452
E_HOMO (spin up / spin down) in eV: -11.93 / -11.93
Relative energy (zero: lowest compared OMol25 entry of this formula, charge and spin) in kcal per mole: 0.0
Strongest force on any atom in eV/Å: 4.54
Expectation value of S²: 0.79


Molecular formula: C39H29F5INO2TeTl
Method: DFT, ωB97M-V with the def2-TZVPD basis set

```
! RIJCOSX wB97M-V def2-TZVPD def2/J DEFGRID3
* xyz 0 2
Tl 1.5036 -1.4682 -1.0927
I 3.6303 -0.3675 -2.3851
C 3.2478 -1.2229 1.2334
C 4.3996 -0.9621 1.8792
C 4.5176 -1.5101 3.1912
C 3.5214 -2.2807 3.7270
C 2.3385 -2.5743 2.9903
C 1.2903 -3.4063 3.4625
C 0.2097 -3.6833 2.6706
C 0.0951 -3.1545 1.3536
C 1.0607 -2.3225 0.8703
C 2.1955 -2.0299 1.6906
H 5.2033 -0.3741 1.4457
H 5.4223 -1.3169 3.7566
H 3.6322 -2.6965 4.7246
H 1.3647 -3.8373 4.4576
H -0.5792 -4.3294 3.0478
H -0.7628 -3.4282 0.7462
C -5.1915 0.8890 3.9917
C -3.9103 1.1111 3.2280
C -2.7177 0.5386 3.6474
C -1.5229 0.7272 2.9652
C -0.3002 0.0692 3.5975
C -1.5409 1.5188 1.7855
Te 0.3536 1.3144 0.8081
N 0.1208 0.4750 -1.0111
C -0.3672 1.4178 -1.8872
O -0.7154 2.5540 -1.5196
C -0.5333 1.0902 -3.3508
C -0.0314 -0.0573 -3.9546
C -0.1951 -0.2768 -5.3148
C -0.8729 0.6526 -6.0893
C -1.3861 1.8012 -5.4984
C -1.2127 2.0196 -4.1389
C 1.4871 3.0592 0.3981
C 2.8041 2.6654 0.1848
C 3.7595 3.6034 -0.1807
C 3.3889 4.9332 -0.2878
C 2.0776 5.3184 -0.0262
C 1.0942 4.3987 0.3176
C -0.3094 4.8664 0.5988
C -2.7186 2.1600 1.3671
C -2.8583 3.1231 0.2113
C -3.8767 1.9261 2.1070
H -5.1912 -0.0806 4.4931
H -6.0566 0.9374 3.3301
H -5.3179 1.6584 4.7594
H -2.7074 -0.0769 4.5431
H -0.5592 -0.2692 4.5974
H 0.5445 0.7486 3.7010
H 0.0412 -0.8012 3.0391
H 0.4963 -0.7933 -3.3859
H 0.2088 -1.1763 -5.7669
H -0.9972 0.4838 -7.1544
H -1.9211 2.5297 -6.0986
H -1.5955 2.9130 -3.6672
H 3.0945 1.6267 0.2861
H 4.7773 3.2885 -0.3826
H 4.1227 5.6806 -0.5670
H 1.8013 6.3669 -0.0912
H -0.3423 5.9526 0.6994
H -0.6966 4.4232 1.5215
H -0.9696 4.5692 -0.2163
H -2.1966 2.8941 -0.6180
H -2.6410 4.1381 0.5530
H -3.8892 3.1158 -0.1449
H -4.7953 2.4096 1.7770
F -2.1855 -6.8066 -3.7321
C -1.2146 -5.9802 -3.3293
C 0.1046 -6.3856 -3.3320
F 0.4022 -7.6204 -3.7336
C 1.1111 -5.5373 -2.9233
F 2.3685 -5.9809 -2.9394
C 0.8636 -4.2259 -2.5016
O 1.8333 -3.4202 -2.1316
C -0.4927 -3.8747 -2.4938
F -0.8289 -2.6405 -2.0425
C -1.5104 -4.7092 -2.8984
F -2.7772 -4.2910 -2.8678
*
```

## Properties
E_tot in eV: -80168.8367
E_HOMO (spin up / spin down) in eV: -7.83 / -7.83
Strongest force on any atom in eV/Å: 1.37
Expectation value of S²: 0.76


Molecular formula: C39H30Br4FeGe2O4
Method: DFT, ωB97M-V with the def2-TZVPD basis set

```
! RIJCOSX wB97M-V def2-TZVPD def2/J DEFGRID3
* xyz 0 5
Fe -0.0321 -0.2671 -2.1501
Br -4.6600 -5.1087 -0.4898
C -3.7242 -3.4839 -0.4518
C -3.9612 -2.5360 0.5313
Br -4.9608 -2.9916 2.1217
C -3.2676 -1.3486 0.5203
Br -3.2898 -0.2160 2.0333
C -2.3763 -0.9951 -0.5181
O -1.6491 0.1371 -0.5481
C -2.1387 -1.9388 -1.5655
O -1.1605 -1.6922 -2.4308
C -2.8228 -3.1810 -1.5410
Br -2.2746 -4.4860 -2.7893
Ge -2.3233 1.7167 -0.9547
C -1.4277 2.2768 -2.5849
C -1.1807 1.4292 -3.6692
C -0.1851 1.6909 -4.6152
C 0.6062 2.7936 -4.5031
C 0.3417 3.7510 -3.5053
C -0.7306 3.4852 -2.5724
C -4.3844 1.4416 -1.0233
C -5.1602 2.5352 -0.6867
C -6.5558 2.5102 -0.7531
C -7.2176 1.4176 -1.2638
C -6.4130 0.2773 -1.5912
C -5.0450 0.2897 -1.5443
H -1.9113 2.6036 0.2176
H -1.7449 0.5502 -3.8167
H 0.0334 0.9848 -5.3913
H 1.3909 2.9723 -5.2277
H 0.9343 4.6589 -3.5705
H -0.9532 4.1341 -1.6876
H -4.7940 3.3956 -0.1397
H -7.0967 3.3732 -0.3880
H -8.3217 1.3984 -1.4483
H -6.9164 -0.6091 -1.9664
H -4.4690 -0.6040 -1.9504
O 1.9368 0.0598 -2.3744
C 1.8444 1.0267 -1.5151
O 0.7367 1.3576 -1.0831
C 3.1624 1.6924 -1.0791
C 3.8726 0.6873 -0.1883
Ge 2.7977 -0.2191 1.1755
C 1.8748 1.1278 2.1507
C 2.6757 1.7428 3.0870
C 2.1720 2.7655 3.8684
C 0.8400 3.2270 3.6312
C 0.0483 2.5607 2.6884
C 0.6023 1.5436 1.9228
C 4.1059 -1.2658 2.1566
C 3.9988 -2.6629 2.3462
C 5.0686 -3.3823 2.8647
C 6.2083 -2.6931 3.1691
C 6.2887 -1.3059 3.2381
C 5.2544 -0.6312 2.6372
C 1.5696 -1.5875 0.6208
C 0.4569 -1.8593 1.4652
C -0.3531 -3.0003 1.3143
C 0.0587 -3.9124 0.4134
C 1.1298 -3.6867 -0.5061
C 1.8395 -2.5112 -0.4635
H 2.8427 2.6040 -0.4694
H 3.7514 2.0509 -1.8565
H 4.7177 1.0488 0.3175
H 4.2732 -0.1014 -0.9008
H 3.5957 1.2930 3.2429
H 2.7538 3.3707 4.5632
H 0.4206 3.9838 4.3208
H -0.9855 2.7657 2.6338
H 0.0597 0.9835 1.2301
H 3.0285 -3.1500 2.2668
H 5.0844 -4.5108 2.9113
H 7.0995 -3.2182 3.5571
H 7.1150 -0.8057 3.6969
H 5.4469 0.4814 2.4792
H 0.1412 -1.2762 2.3350
H -1.1872 -3.1357 2.0162
H -0.5062 -4.8753 0.3342
H 1.2886 -4.5450 -1.2101
H 2.7119 -2.4021 -1.0941
*
```

## Properties
E_tot in eV: -476708.4314
E_HOMO (spin up / spin down) in eV: -8.22 / -8.30
Relative energy (zero: lowest compared OMol25 entry of this formula, charge and spin) in kcal per mole: 17.4
Strongest force on any atom in eV/Å: 4.17
Expectation value of S²: 6.01


Molecular formula: C39H30N3S6SbTa
Method: DFT, ωB97M-V with the def2-TZVPD basis set

```
! RIJCOSX wB97M-V def2-TZVPD def2/J DEFGRID3
* xyz 0 2
Ta 0.7292 2.2149 0.3434
S 5.4112 3.1708 0.9732
Sb 3.5471 4.3040 0.2311
S 2.7083 2.5255 -1.2376
S 1.8800 3.5833 1.9144
C 1.8118 -4.6098 -2.8860
C 0.6494 -3.8017 -2.2948
C -0.6819 -4.5205 -2.5650
C 0.8554 -3.7055 -0.7823
C 0.5753 -2.4295 -2.9476
C 0.5058 -2.3238 -4.3456
C 0.3499 -1.1145 -4.9881
C 0.2686 0.0325 -4.2192
S 0.0527 1.6801 -4.7161
C 0.0864 2.1464 -3.0292
N 0.2338 1.1668 -2.1893
C 0.3497 -0.0389 -2.8171
C 0.5121 -1.2723 -2.1947
C -0.0219 3.5191 -2.6101
C -0.2812 4.5304 -3.5399
C -0.4019 5.8398 -3.1251
C -0.2570 6.1422 -1.7792
C 0.0731 5.1452 -0.8683
C 0.1839 3.8178 -1.2546
H 1.8806 -5.5782 -2.3943
H 2.7517 -4.0812 -2.7375
H 1.6690 -4.7800 -3.9494
H -0.6661 -5.5173 -2.1288
H -0.8591 -4.6140 -3.6332
H -1.5110 -3.9628 -2.1303
H 0.9324 -4.7049 -0.3595
H 0.0154 -3.2069 -0.3013
H 1.7736 -3.1661 -0.5554
H 0.5760 -3.2109 -4.9544
H 0.2823 -1.0571 -6.0626
H 0.5910 -1.2768 -1.1240
H -0.3813 4.2663 -4.5839
H -0.6025 6.6230 -3.8438
H -0.3961 7.1568 -1.4348
H 0.2173 5.4222 0.1704
C 3.8223 -0.9407 1.5414
C 3.0533 -2.0000 1.9906
C 1.6789 -1.9375 1.8739
C 1.0518 -0.8239 1.2997
C 1.8251 0.2599 0.8500
C 3.2004 0.1702 0.9861
C -0.4080 -0.7789 1.1738
C -1.2474 -1.6774 1.8798
C -2.6012 -1.5755 1.7630
C -3.1607 -0.6239 0.8869
C -4.5466 -0.4557 0.7049
C -5.0233 0.4809 -0.1680
C -4.1314 1.2878 -0.8935
C -2.7785 1.1604 -0.7300
C -2.2566 0.2162 0.1815
N -0.9206 0.1404 0.3725
H 4.8989 -0.9626 1.6236
H 3.5150 -2.8642 2.4469
H 1.0969 -2.7824 2.2103
H 3.8363 0.9828 0.6540
H -0.8250 -2.4090 2.5469
H -3.2493 -2.2198 2.3394
H -5.2244 -1.0855 1.2625
H -6.0882 0.6065 -0.3030
H -4.5189 2.0243 -1.5826
H -2.0865 1.7832 -1.2788
S -1.5388 3.0845 1.3221
C -1.2308 2.1696 2.7081
N -0.1348 1.4799 2.8315
C -0.0431 0.8635 4.0486
C 1.0319 0.1107 4.5104
C 0.9656 -0.4341 5.7761
C -0.1480 -0.2451 6.5899
C -1.2163 0.5186 6.1567
C -1.1546 1.0705 4.8898
S -2.3191 2.0956 4.0884
H 1.9073 0.0000 3.8903
H 1.8042 -1.0017 6.1508
H -0.1700 -0.6880 7.5751
H -2.0767 0.6879 6.7840
*
```

## Properties
E_tot in eV: -118505.4073
E_HOMO (spin up / spin down) in eV: -7.78 / -7.71
Relative energy (zero: lowest compared OMol25 entry of this formula, charge and spin) in kcal per mole: 2.4
Strongest force on any atom in eV/Å: 1.57
Expectation value of S²: 0.76


Molecular formula: C39H31F3IrN4O3Sb
Method: DFT, ωB97M-V with the def2-TZVPD basis set

```
! RIJCOSX wB97M-V def2-TZVPD def2/J DEFGRID3
* xyz 0 1
Ir 0.2103 0.3481 0.9431
C -1.0261 -1.7388 4.4163
C -0.8198 -0.4935 3.5963
O -0.9679 -0.6595 2.3296
C -0.5594 0.7050 4.2331
C -0.4106 1.9297 3.5386
C -0.4450 3.2253 4.2900
N -0.2958 1.9329 2.2371
N -0.4407 3.1609 1.5994
C -0.6043 2.9772 0.3375
O -0.6676 1.8085 -0.2536
C -0.7410 4.1763 -0.5376
C -0.6239 4.0647 -1.9190
C -0.7314 5.1877 -2.7278
C -0.9617 6.4313 -2.1612
C -1.0823 6.5488 -0.7818
C -0.9706 5.4303 0.0258
H -0.9746 -2.6145 3.7739
H -2.0019 -1.7191 4.9060
H -0.2639 -1.8085 5.1921
H -0.5499 0.7201 5.3133
H -0.5680 3.0373 5.3538
H -1.2555 3.8608 3.9366
H 0.4809 3.7737 4.1117
H -0.4376 3.0952 -2.3557
H -0.6318 5.0923 -3.8017
H -1.0473 7.3084 -2.7897
H -1.2644 7.5176 -0.3347
H -1.0607 5.5093 1.1000
O 1.5691 -0.2383 2.3655
C 2.8661 -0.1603 2.2821
C 3.5749 -0.4339 3.4766
C 4.9458 -0.4314 3.5217
C 5.6993 -0.1445 2.3819
C 5.0333 0.1597 1.2176
C 3.6327 0.1796 1.1360
C 3.0076 0.5642 -0.1322
N 1.7181 0.6890 -0.4102
C 1.6047 1.0399 -1.7404
C 2.8425 1.1440 -2.2743
N 3.7127 0.8462 -1.2535
H 2.9806 -0.6541 4.3534
H 5.4467 -0.6550 4.4561
H 6.7796 -0.1533 2.4094
H 5.6300 0.3898 0.3427
H 0.6466 1.2076 -2.1939
H 3.1756 1.3944 -3.2645
H 4.7123 0.8142 -1.3219
F -3.6662 0.2897 -6.0064
C -3.0586 -0.0487 -4.8548
C -2.8798 -1.3908 -4.5734
C -2.2521 -1.7345 -3.3874
C -1.8084 -0.7505 -2.5023
C -2.0170 0.5900 -2.8150
C -2.6444 0.9517 -4.0008
Sb -0.8577 -1.3558 -0.7176
C -2.3504 -2.6054 0.0869
C -3.6884 -2.3599 -0.2051
C -4.6954 -3.1273 0.3646
C -4.3362 -4.1356 1.2339
F -5.3040 -4.8880 1.7904
C -3.0205 -4.3991 1.5620
C -2.0312 -3.6176 0.9877
C 0.5260 -2.7341 -1.5745
C 1.1528 -3.6781 -0.7625
C 2.1516 -4.5044 -1.2534
C 2.5329 -4.3574 -2.5727
F 3.5083 -5.1501 -3.0582
C 1.9580 -3.4220 -3.4065
C 0.9526 -2.6114 -2.8943
H -3.2293 -2.1376 -5.2730
H -2.1080 -2.7846 -3.1584
H -1.7036 1.3598 -2.1225
H -2.8174 1.9885 -4.2566
H -3.9673 -1.5697 -0.8925
H -5.7393 -2.9516 0.1448
H -2.7878 -5.1931 2.2581
H -1.0037 -3.8080 1.2669
H 0.8880 -3.7712 0.2837
H 2.6392 -5.2417 -0.6307
H 2.2932 -3.3366 -4.4312
H 0.4984 -1.8798 -3.5526
*
```

## Properties
E_tot in eV: -70577.4528
E_HOMO in eV: -6.66
Relative energy (zero: lowest compared OMol25 entry of this formula, charge and spin) in kcal per mole: 59.1
Strongest force on any atom in eV/Å: 1.38


Molecular formula: C39H31F6N2OP3SZr
Method: DFT, ωB97M-V with the def2-TZVPD basis set

```
! RIJCOSX wB97M-V def2-TZVPD def2/J DEFGRID3
* xyz 1 2
Zr -0.3224 1.7425 -1.2653
N -0.0687 -1.5758 -1.7502
P -1.5475 -0.7148 -1.4722
C -2.3664 -1.5235 -0.0386
C -2.2694 -2.9050 0.3014
C -2.8565 -3.3371 1.4658
C -3.2560 -2.4390 2.4462
C -3.3500 -1.0915 2.1339
C -2.9400 -0.6332 0.8832
C -2.6282 -1.0794 -2.9462
C -3.9564 -0.6608 -2.8915
C -4.8017 -0.7171 -3.9852
C -4.4096 -1.3846 -5.1554
C -3.1330 -1.9540 -5.1622
C -2.2052 -1.7232 -4.0765
P 1.1411 -0.3942 -1.9826
C 1.9092 -0.3118 -3.6174
C 1.3914 0.5867 -4.5477
C 2.1929 1.1062 -5.5258
C 3.4920 0.6444 -5.7226
C 4.0281 -0.3136 -4.8392
C 3.1923 -0.8222 -3.7933
C 2.4357 -0.6364 -0.7333
C 2.3533 -1.7162 0.1633
C 3.2982 -1.8351 1.1586
C 4.2814 -0.8553 1.3137
C 4.2776 0.2580 0.5113
C 3.3799 0.3621 -0.5232
H -0.0401 -2.5259 -2.0676
H -1.7985 -3.6062 -0.4031
H -2.8109 -4.3644 1.7745
H -3.5549 -2.7187 3.4502
H -3.7420 -0.3459 2.8519
H -2.9349 0.4764 0.7106
H -4.3461 -0.2818 -1.8960
H -5.7877 -0.3287 -3.8343
H -5.0646 -1.4660 -6.0068
H -2.8134 -2.4736 -6.0412
H -1.2044 -2.1268 -4.2276
H 0.4029 0.9818 -4.4379
H 1.7828 1.8244 -6.2113
H 4.0234 1.0072 -6.6075
H 5.0268 -0.6767 -4.9347
H 3.5948 -1.5499 -3.0808
H 1.5988 -2.4632 0.0318
H 3.3097 -2.7181 1.8648
H 5.0831 -0.9599 2.0622
H 4.9540 1.0848 0.7169
H 3.4100 1.2770 -1.0441
C 0.0134 0.7606 0.5637
C 0.0118 0.5486 1.7745
C 0.0220 0.5335 3.1564
C -0.5609 1.6907 3.8161
C -0.9243 1.6226 5.1842
C -1.4975 2.6816 5.8270
C -1.6734 3.8567 5.1455
C -1.3881 3.9629 3.7878
C -0.7805 2.8833 3.1591
C 0.5225 -0.6801 3.8441
C 1.2408 -0.6840 5.0823
C 1.8002 -1.8103 5.6249
C 1.7218 -3.0002 4.9693
C 0.9911 -3.0530 3.7531
C 0.3679 -1.9138 3.2166
H -0.7738 0.6833 5.7508
H -1.8130 2.4636 6.8373
H -2.0692 4.7217 5.6466
H -1.4958 4.8640 3.2835
H -0.4551 2.9790 2.1258
H 1.3808 0.2877 5.5521
H 2.3365 -1.7466 6.5683
H 2.1815 -3.8161 5.4592
H 0.8328 -3.9646 3.2032
H -0.0883 -1.9663 2.2449
F 1.4714 2.5587 -2.3529
P 1.5827 4.0424 -1.5504
F 1.3135 5.3930 -0.7287
F -0.1202 3.9988 -1.8920
F 1.9326 4.7153 -2.9250
F 3.0584 3.8742 -1.1382
F 1.0795 3.1184 -0.1196
O -2.5862 2.2762 -1.4282
S -2.6507 2.2548 -2.9745
N -1.3354 1.7417 -3.4854
*
```

## Properties
E_tot in eV: -102260.4228
E_HOMO (spin up / spin down) in eV: -9.41 / -11.41
Relative energy (zero: lowest compared OMol25 entry of this formula, charge and spin) in kcal per mole: 0.0
Strongest force on any atom in eV/Å: 2.72
Expectation value of S²: 0.79


> Number 3 is which compound?

C39H30Br4FeGe2O4